# C4H8NO3

2 unconnected molecules or ions with the total composition C4H8NO3 (ωB97M-V/def2-TZVPD, the OMol25 dataset).

```
16
Properties=species:S:1:pos:R:3:forces:R:3:lowdin_charge:R:1
O -1.1108 -2.2142 -2.1096 0.33 -0.18 0.25 0.004
O 0.2098 1.8863 0.9917 -0.49 -0.05 0.06 -0.101
O 1.8664 0.3788 0.7433 -0.60 0.00 -0.51 -0.111
N 0.0199 -0.4222 -2.8828 0.23 0.17 0.04 0.135
C 0.8830 0.8982 1.3377 2.27 -0.19 0.64 -0.827
C -1.0382 -0.2042 -0.7338 0.21 0.40 -0.93 -0.015
C -0.6945 -1.0847 -1.9149 -0.95 0.09 -0.17 -0.571
C 0.6918 0.3410 2.7721 -2.14 0.15 0.02 -0.063
H 1.0898 1.0681 3.4799 0.31 -0.24 0.07 0.054
H -2.0013 0.2753 -0.8699 -0.44 -0.20 -0.27 0.085
H -0.3400 0.6238 -0.7680 0.13 -0.01 0.80 0.041
H -0.3931 0.3380 2.9545 -0.04 0.28 0.14 0.048
H 0.5410 -0.9666 -3.5480 -0.19 -0.12 -0.06 0.093
H -1.0684 -0.7005 0.2239 0.33 -0.24 0.07 0.086
H 0.3980 0.4819 -2.6577 0.21 -0.12 0.15 0.092
H 0.9465 -0.6992 2.9817 0.83 0.25 -0.29 0.051
```
Forces are in eV/Å.

Calculated values
Charge   -1

# C16H38ClN4O6PS2

2 unconnected molecules or ions with the total composition C16H38ClN4O6PS2 (ωB97M-V/def2-TZVPD, the OMol25 dataset).

```
68
Properties=species:S:1:pos:R:3:forces:R:3:lowdin_charge:R:1
Cl 1.4307 -3.9536 5.3935 0.29 0.86 -0.04 0.347
S 2.0585 -2.1336 6.2236 2.56 0.63 4.95 0.443
S -1.9318 -1.6231 0.7628 -5.00 0.47 -2.95 0.762
P 0.3885 2.8709 -2.9003 -1.36 0.74 -7.78 0.804
O -1.8056 -0.9850 -0.5750 1.41 -0.92 2.75 -0.320
O -3.3463 -2.1035 0.9061 3.66 0.86 1.18 -0.316
O -1.5870 -0.4863 1.9493 0.24 -1.82 -1.42 -0.243
O 1.8943 2.6200 -3.1131 -0.53 -0.24 4.35 -0.269
O 1.8856 -2.3068 7.7035 -0.51 0.15 -3.75 -0.390
O 3.4678 -1.7949 5.9143 -3.20 -0.79 -0.90 -0.340
N -0.0903 1.5031 -3.8035 0.22 -1.03 -0.75 -0.337
N 0.4009 4.4099 -3.6767 0.43 1.49 -0.30 -0.332
N -1.3065 3.1870 -2.4229 1.31 0.25 4.69 -0.338
N -1.9454 -5.8789 1.3875 0.70 0.87 0.41 -0.019
C 0.1937 0.2067 -3.1987 -0.09 0.20 0.53 -0.127
C 1.4340 0.3592 4.8990 1.17 -0.16 0.57 -0.206
C -0.1428 -0.1901 1.9243 -0.12 -0.86 0.18 -0.149
C 1.5606 5.2416 -3.3340 0.25 -0.35 0.22 -0.161
C -1.6136 2.6537 -1.0916 0.01 -0.15 -0.16 -0.150
C -0.7837 1.3483 -5.0604 -0.38 0.15 0.02 -0.140
C -2.5100 3.2252 -3.2140 0.19 -0.34 -0.72 -0.128
C 0.6763 -2.4445 1.0922 -1.18 0.43 0.32 -0.132
C -0.8008 -3.0581 0.9347 2.16 0.07 0.27 -0.337
C 0.5923 -1.5075 2.3957 1.27 -0.40 -1.28 -0.278
C 2.3746 0.0336 3.6680 -0.22 0.41 -0.27 -0.199
C 2.0823 -1.3075 2.8949 0.07 0.36 -0.54 -0.169
C 0.8363 -0.8771 5.6789 -1.38 1.28 -0.60 -0.254
C -0.7749 -5.5588 0.5095 -0.05 0.85 0.24 -0.259
C 0.0388 4.6705 -5.0625 -0.38 -0.39 -0.22 -0.133
C -0.9230 -4.1346 -0.2090 -0.23 -0.97 0.53 -0.150
H 1.4643 -3.2365 1.1805 -0.90 0.47 0.10 0.128
H -0.6388 -0.1098 -2.5575 0.05 -0.21 -0.07 0.055
H -0.0106 0.6905 2.5975 -0.14 -0.78 -0.73 0.118
H -0.0391 -1.3115 5.1106 1.32 -0.06 0.59 0.098
H 0.9323 -1.8253 0.1794 -0.27 -0.67 0.97 0.130
H 0.0968 0.0253 0.8429 0.13 0.20 1.25 0.127
H 2.2412 0.8769 2.9218 0.16 -0.87 0.80 0.115
H 1.0948 0.2422 -2.5829 0.05 0.09 -0.03 0.065
H -1.7357 0.8220 -4.9170 -0.05 -0.06 -0.09 0.081
H 1.3279 6.3011 -3.4673 -0.19 -0.11 -0.10 0.079
H -1.0274 4.8781 -5.1681 -0.12 -0.22 -0.13 0.064
H -2.4411 3.1985 -0.6260 0.00 -0.01 -0.07 0.080
H 0.1511 -5.4658 1.1586 -0.76 -0.40 -0.88 0.110
H 0.5278 5.5672 -5.4524 0.16 -0.07 0.36 0.079
H 2.4360 4.9891 -3.9455 0.05 0.08 0.10 0.078
H 0.5947 1.0447 4.6119 0.53 -0.85 0.31 0.110
H -0.6552 -6.3964 -0.2239 0.08 0.94 0.47 0.110
H -1.0161 2.2836 -5.5578 0.03 0.16 0.14 0.050
H -0.1871 0.7618 -5.7698 0.08 -0.03 0.06 0.084
H 2.7251 -1.2805 1.9603 -0.60 -0.01 1.05 0.128
H -3.0015 2.2449 -3.2700 0.04 -0.08 -0.03 0.087
H -1.0270 -3.5500 1.9242 -0.19 0.69 -1.01 0.124
H 0.3352 3.8574 -5.7342 -0.08 0.05 -0.07 0.073
H -2.5541 -5.0523 1.4755 0.16 -0.51 -0.30 0.060
H 0.3756 -0.4688 6.6282 0.83 -0.84 -0.75 0.119
H 2.3942 -2.2420 3.4370 -0.25 1.04 -0.36 0.073
H 1.8391 5.1123 -2.2866 0.03 -0.03 -0.07 0.066
H 3.4503 0.1119 4.0004 -1.19 -0.45 -0.39 0.115
H -0.0828 -4.0992 -0.9597 -1.02 0.53 0.69 0.126
H -1.8774 1.5887 -1.1344 -0.12 -0.04 0.17 0.060
H 2.0595 0.9361 5.6463 -0.74 -0.55 -0.84 0.123
H -3.2182 3.9225 -2.7530 0.17 -0.02 0.20 0.093
H -0.0288 -2.1129 3.1230 0.62 1.14 -0.48 0.121
H -1.9278 -4.0699 -0.7021 0.97 -0.06 0.23 0.123
H -1.5719 -5.9888 2.3374 -0.40 -0.25 -0.42 0.062
H -2.3705 3.5820 -4.2280 0.25 -0.01 -0.07 0.055
H -0.7482 2.7574 -0.4272 0.00 0.02 -0.01 0.068
H 0.3604 -0.5704 -3.9479 -0.01 0.14 -0.17 0.081
```
Forces are in eV/Å.

Calculated values
Charge   0

# C10H15N3S

A single C10H15N3S molecule (ωB97M-V/def2-TZVPD, the OMol25 dataset).

```
29
Properties=species:S:1:pos:R:3:forces:R:3:lowdin_charge:R:1
S -1.5251 -0.6965 -0.3765 0.74 0.08 0.05 0.822
N 1.5259 -2.1799 -1.8506 -0.84 2.86 4.06 0.157
N 1.1649 -0.1953 0.2556 0.19 -0.06 0.98 0.095
N -1.7411 0.2876 1.1834 1.56 2.05 1.06 -0.182
C -0.1282 -0.7844 2.9024 -2.81 -0.43 0.79 -0.066
C 2.0114 1.3905 -1.2797 -0.97 -0.49 1.35 -0.013
C 1.4397 2.3860 -0.5083 -0.14 0.68 -0.73 -0.042
C 2.0415 -1.0081 -1.7833 0.75 -2.89 -3.68 -0.187
C 0.6915 0.7953 1.0337 0.81 -0.45 -0.90 -0.314
C -1.1375 0.0820 -1.8888 -4.03 -2.20 -0.69 -0.309
C 0.7862 2.1131 0.6850 0.82 0.16 -1.12 -0.009
C -2.5804 -1.9357 -0.4434 -0.16 1.14 -1.25 -0.344
C -0.2506 0.4701 2.0822 -3.64 -0.47 -0.55 -0.279
C 1.7912 0.0653 -0.8859 -0.58 1.37 1.23 -0.292
H -0.4950 1.3754 2.6432 0.12 -0.37 0.18 0.123
H -3.5236 -1.8720 -0.9903 0.57 0.38 0.10 0.010
H -0.1801 -1.0296 0.0961 -1.29 -0.35 -0.46 0.073
H -0.8149 1.0637 -1.7718 0.53 1.85 0.58 -0.067
H -1.1680 -1.2646 2.8248 1.23 0.77 0.46 0.095
H 1.7284 -2.7596 -2.5927 1.00 -0.94 -2.20 0.020
H -2.0994 1.3066 1.1003 0.70 -2.07 -0.43 0.085
H 1.4112 3.3176 -1.0794 0.00 0.32 1.06 0.119
H 0.0133 -0.6167 4.0141 0.54 -0.34 -1.51 0.099
H 2.3735 1.7420 -2.2020 0.74 -0.41 -1.15 0.103
H 2.6706 -0.6908 -2.6298 0.14 0.12 0.16 0.117
H -2.2003 0.0684 -2.4700 2.52 0.02 1.17 0.047
H 0.2344 2.7864 1.2954 -0.06 0.92 0.08 0.110
H -2.4726 -2.6950 0.2647 0.31 -0.87 1.03 -0.027
H 0.4332 -1.5219 2.3715 1.24 -0.38 0.31 0.059
```
Forces are in eV/Å.

Calculated values
Charge   0

# C20H10CdClIN2O5S5

A molecular structure, C20H10CdClIN2O5S5 (ωB97M-V/def2-TZVPD, the OMol25 dataset).

```
45
Properties=species:S:1:pos:R:3:forces:R:3:lowdin_charge:R:1
I 4.7567 16.3508 8.0102 -0.34 0.29 -0.02 0.840
Cd 9.7279 14.8822 7.0372 0.33 -0.16 0.42 1.306
Cl 6.4466 20.9390 4.9770 -0.09 0.04 0.16 0.604
S 9.5749 10.5192 4.7180 0.49 -0.05 1.13 0.876
S 10.7428 10.3052 7.3488 0.47 0.07 -0.36 0.872
S 7.8676 12.8784 5.4014 0.19 0.00 0.02 0.774
S 9.2794 12.7328 8.4658 0.42 -0.36 -0.14 0.445
S 11.6222 8.4127 5.1341 0.16 0.08 0.29 0.412
O 12.5454 15.9870 10.2754 0.31 0.12 1.07 -0.013
O 7.6324 15.6393 7.3840 0.22 0.63 -0.07 -0.236
O 12.1027 12.6714 4.1645 -0.56 1.31 0.73 -0.039
O 10.5808 14.1781 4.9389 0.37 -0.15 -0.19 -0.170
O 10.6899 16.0252 8.9624 1.55 -0.82 0.52 -0.168
N 12.0418 14.5939 7.1416 -0.64 -1.22 -3.33 0.073
N 9.5628 16.8901 5.8194 -1.47 1.40 -0.61 0.057
C 9.0171 11.6537 5.9513 -0.29 0.15 -1.40 -1.023
C 9.0722 19.3921 4.5162 1.69 -1.19 0.36 -0.027
C 13.7172 13.0379 6.4094 -2.26 0.31 -1.20 -0.011
C 14.2911 13.1738 7.6403 1.20 0.37 0.73 -0.087
C 8.0742 18.8031 5.3463 1.01 -0.85 0.46 -0.185
C 10.2710 18.6807 4.3261 -2.73 -0.84 1.67 -0.033
C 5.9205 18.7341 6.4394 -0.63 -0.97 0.24 -0.192
C 6.1894 17.4280 6.9093 -1.27 0.39 1.06 -0.637
C 12.6236 14.7603 8.2703 0.99 -0.33 2.07 -0.223
C 11.8781 15.6471 9.3129 -1.37 0.81 -1.91 -0.648
C 9.6366 11.6541 7.1392 -0.47 -0.19 0.80 -1.185
C 11.6788 13.5409 4.9765 -0.45 -1.39 -1.77 -0.655
C 6.3974 12.6191 6.4521 1.47 -1.13 0.58 -0.378
C 10.4268 17.4540 5.0128 -0.76 0.70 -0.52 -0.129
C 8.3636 17.5163 5.9417 -0.02 -0.42 1.54 -0.085
C 7.3964 16.7743 6.8930 1.17 0.83 -2.40 -0.499
C 13.8157 14.0692 8.5786 -0.71 0.63 0.16 0.003
C 6.8436 19.3837 5.7087 0.04 0.91 -0.97 -0.640
C 12.5284 13.7622 6.1638 1.43 0.35 2.60 -0.160
C 10.7567 9.7005 5.7201 -1.03 0.19 -0.46 -1.490
H 5.6885 12.0227 5.8853 -0.27 0.11 0.33 0.019
H 15.1866 12.5957 7.8054 0.19 -0.11 0.42 0.094
H 6.0961 13.5937 6.7462 -0.71 0.89 -0.07 -0.037
H 14.0248 12.2977 5.6743 0.05 0.29 0.12 0.116
H 9.0559 20.3837 4.0866 -0.75 0.00 0.02 0.081
H 11.2364 16.8471 4.8124 2.04 -1.00 -0.28 0.080
H 14.2487 14.2882 9.5530 0.07 -0.34 -0.25 0.107
H 11.0204 18.9628 3.6555 1.00 0.69 -0.78 0.075
H 6.7372 12.1586 7.4103 -0.33 0.01 -0.83 0.025
H 4.9270 19.1594 6.5806 0.32 -0.07 0.07 0.091
```
Forces are in eV/Å.

Calculated values
Charge   -2

Calculated LUMO energy, 3.830; -1.068; -0.367; 3.789 eV (same order as the records).
Calculated orbital gap, 7.95; 6.26; 6.80; 6.06 eV (same order as the records).